[1]
This record from the OMol25 dataset describes the ion C17H28NO2 with charge +1. The level of theory is ωB97M-V with the def2-TZVPD basis set.

CARTESIAN COORDINATES (ANGSTROEM)
C (6.51696, 2.33423, -0.40881)
C (5.47572, 1.46223, 0.27995)
C (5.63780, -0.00508, -0.12045)
O (4.72278, -0.85975, 0.54546)
C (3.44727, -0.95762, 0.12491)
C (2.88820, -0.29684, -0.96938)
C (1.56580, -0.50854, -1.30710)
C (0.77421, -1.37394, -0.56681)
O (-0.55432, -1.48721, -0.99579)
C (-1.35773, -2.52314, -0.49059)
C (-2.10716, -2.01529, 0.75990)
N (-2.52671, -0.62391, 0.47664)
C (-2.49985, 0.27213, 1.65383)
C (-2.73081, 1.71223, 1.21412)
C (-4.06116, 1.84240, 0.47860)
C (-4.10731, 0.87879, -0.70747)
C (-5.45604, 0.92932, -1.41860)
C (-3.83635, -0.54269, -0.21001)
C (1.31263, -2.02969, 0.53003)
C (2.63545, -1.82222, 0.86420)
H (6.39656, 3.37189, -0.11016)
H (7.52038, 2.01408, -0.14060)
H (6.41627, 2.27392, -1.49024)
H (5.58343, 1.53888, 1.36334)
H (4.47213, 1.80805, 0.02172)
H (6.62082, -0.36427, 0.19476)
H (5.56038, -0.12612, -1.20727)
H (3.47211, 0.37589, -1.57512)
H (1.13510, -0.00924, -2.16070)
H (-2.06578, -2.76688, -1.28852)
H (-0.78174, -3.42188, -0.25953)
H (-1.43178, -2.00482, 1.61730)
H (-2.96806, -2.64103, 0.99273)
H (-1.79891, -0.29723, -0.19761)
H (-1.53042, 0.17850, 2.14739)
H (-3.28155, -0.04902, 2.34638)
H (-2.72235, 2.35445, 2.09406)
H (-1.91276, 2.03149, 0.56437)
H (-4.18896, 2.86513, 0.12739)
H (-4.88491, 1.62247, 1.15995)
H (-3.32385, 1.15451, -1.42238)
H (-5.47147, 0.25420, -2.26993)
H (-6.26005, 0.65142, -0.74195)
H (-5.64912, 1.93468, -1.78007)
H (-3.83769, -1.23823, -1.05053)
H (-4.61251, -0.84535, 0.49751)
H (0.73408, -2.71695, 1.12850)
H (3.07125, -2.33394, 1.70661)

Computed properties:
Kohn-Sham gap   8.619 eV
F_max   0.90 eV/A
Net charge   +1
E_LUMO   -2.16 eV
Electronic energy   -869.5788 hartree
HOMO energy   -0.396 Ha

[2]
This record from the OMol25 dataset describes the molecule C5H9F2N at a distorted geometry. The level of theory is ωB97M-V with the def2-TZVPD basis set.

CARTESIAN COORDINATES (ANGSTROEM)
C (-0.80774, 1.57017, -0.09647)
C (-0.79272, 0.01785, -0.16562)
C (0.27766, -0.80154, -0.18195)
C (1.71566, -0.35982, -0.32955)
N (2.53857, -0.85658, 0.78444)
C (-2.20039, -0.52423, -0.11521)
F (-2.90237, -0.07015, 0.97992)
F (-2.34858, -1.86672, -0.15745)
H (0.17408, 2.01023, 0.00604)
H (-1.41133, 1.94982, 0.75929)
H (-1.27714, 1.98364, -0.97081)
H (0.11162, -1.89327, -0.09707)
H (1.73180, 0.73342, -0.51732)
H (2.10956, -0.81578, -1.24439)
H (2.25455, -0.39807, 1.67629)
H (3.54565, -0.60447, 0.65529)
H (-2.71887, -0.07450, -0.98543)

Computed properties:
Kohn-Sham gap   10.527 eV
F_max   1.55 eV/A
E_LUMO   0.91 eV
Electronic energy   -450.3769 hartree
HOMO energy   -0.354 Ha

[3]
This record from the OMol25 dataset describes a structure of composition C50H42N7O4SbY at a distorted geometry. The level of theory is ωB97M-V with the def2-TZVPD basis set.

CARTESIAN COORDINATES (ANGSTROEM)
Y (0.69612, 1.91602, 1.38872)
C (-2.21702, 1.79102, 2.82867)
N (-1.67243, 1.30525, 1.54713)
C (-1.84557, -0.17279, 1.44173)
C (-0.57173, -0.96706, 1.24729)
C (0.19062, -0.84896, 0.09034)
C (1.23752, -1.74088, -0.11853)
C (1.47937, -2.70939, 0.83594)
C (0.68405, -2.72681, 1.97799)
N (-0.31684, -1.87910, 2.19068)
C (-2.29192, 2.03307, 0.42101)
C (-1.84967, 3.48525, 0.35330)
C (-2.46828, 4.33712, -0.54668)
C (-2.05461, 5.65629, -0.60628)
C (-1.05231, 6.08900, 0.24960)
C (-0.47910, 5.17303, 1.10603)
N (-0.85740, 3.88577, 1.15905)
C (-1.28115, 1.56653, 3.99165)
C (-1.78111, 1.33403, 5.26440)
C (-0.90352, 1.23410, 6.32905)
C (0.45685, 1.37518, 6.09638)
C (0.87636, 1.59308, 4.80057)
N (0.03552, 1.67928, 3.76031)
H (-3.18043, 1.31770, 3.04218)
H (-2.38736, 2.86576, 2.75011)
H (-2.51275, -0.40296, 0.60505)
H (-2.31203, -0.54640, 2.35227)
H (-0.04709, -0.10917, -0.66785)
H (1.83502, -1.68384, -1.01905)
H (2.26199, -3.44397, 0.70541)
H (0.84664, -3.47021, 2.75029)
H (-3.38638, 2.01170, 0.49399)
H (-2.00744, 1.53945, -0.51047)
H (-3.24902, 3.96486, -1.19605)
H (-2.50478, 6.33918, -1.31356)
H (-0.69765, 7.10896, 0.23647)
H (0.32919, 5.46034, 1.76627)
H (-2.84771, 1.23736, 5.41282)
H (-1.27494, 1.05329, 7.32854)
H (1.17729, 1.31906, 6.89921)
H (1.92990, 1.71852, 4.57666)
O (6.27823, 5.35975, -0.73719)
C (5.30692, 6.10794, -0.53272)
O (5.10566, 7.31029, -0.69790)
C (4.17039, 5.30495, 0.08281)
C (4.19059, 4.91379, 1.42484)
C (3.21826, 4.06896, 1.89758)
N (2.24460, 3.56459, 1.11985)
C (2.19591, 3.97807, -0.17469)
C (3.10174, 4.86035, -0.70405)
C (1.10151, 3.39028, -1.05886)
O (0.69184, 3.98626, -2.01882)
O (0.65884, 2.20014, -0.66320)
H (4.98469, 5.25256, 2.07574)
H (3.21602, 3.74658, 2.93526)
H (3.00924, 5.16773, -1.73687)
N (4.38387, -0.34681, 2.62247)
C (3.06462, -0.11148, 2.69649)
N (2.58737, 0.48645, 1.62513)
C (3.69000, 0.62630, 0.76087)
C (3.78486, 1.14241, -0.53335)
C (5.03892, 1.20807, -1.09985)
C (6.18115, 0.74797, -0.42455)
C (6.09620, 0.18256, 0.82928)
C (4.82761, 0.13216, 1.39711)
H (4.93830, -0.80705, 3.32478)
H (2.47286, -0.40855, 3.54884)
H (2.91232, 1.47805, -1.07372)
H (5.15173, 1.63567, -2.08624)
H (7.14598, 0.84251, -0.90184)
H (6.97053, -0.18599, 1.34703)
C (-6.18479, -2.73391, -4.84461)
C (-4.90980, -2.93378, -5.35019)
C (-3.81302, -2.94473, -4.49871)
C (-3.98042, -2.75625, -3.13073)
C (-5.26476, -2.53879, -2.63519)
C (-6.36248, -2.53816, -3.48239)
Sb (-2.32095, -2.62060, -1.79291)
C (-0.79193, -3.14264, -3.17796)
C (-0.70736, -4.40711, -3.75745)
C (0.28764, -4.69192, -4.68127)
C (1.20703, -3.71478, -5.03982)
C (1.12617, -2.44986, -4.47831)
C (0.13063, -2.16924, -3.55120)
C (-2.48205, -4.50188, -0.79245)
C (-1.35380, -5.28146, -0.55128)
C (-1.44691, -6.44932, 0.19416)
C (-2.66924, -6.84807, 0.71299)
C (-3.79809, -6.07423, 0.48547)
C (-3.70192, -4.90586, -0.25679)
H (-7.03781, -2.72593, -5.50985)
H (-4.76536, -3.08542, -6.41205)
H (-2.82603, -3.11358, -4.91163)
H (-5.42386, -2.36526, -1.57567)
H (-7.35503, -2.37971, -3.08111)
H (-1.42500, -5.17534, -3.49321)
H (0.34177, -5.67639, -5.12781)
H (1.97976, -3.93822, -5.76350)
H (1.83043, -1.68033, -4.76763)
H (0.06530, -1.16883, -3.13433)
H (-0.39186, -4.98998, -0.95779)
H (-0.56412, -7.05349, 0.36099)
H (-2.74391, -7.76173, 1.28767)
H (-4.75645, -6.38329, 0.88208)
H (-4.59875, -4.32307, -0.43243)

Computed properties:
Kohn-Sham gap   6.212 eV
F_max   1.21 eV/A
Net charge   +1
E_LUMO   -3.29 eV
Electronic energy   -2893.3466 hartree
HOMO energy   -0.349 Ha

[4]
This record from the OMol25 dataset describes a cluster of 7 separate species, C30H56N8O9 in total at a distorted geometry. The level of theory is ωB97M-V with the def2-TZVPD basis set.

CARTESIAN COORDINATES (ANGSTROEM)
O (-2.31614, -2.35623, 2.24651)
C (-1.14324, -2.29932, 2.09244)
O (-0.28252, -2.38220, 3.20243)
C (-0.49442, -2.10201, 0.69538)
C (-1.07776, -0.81908, 0.01980)
C (-0.68884, 0.51423, 0.70806)
C (-0.77444, 1.81354, -0.18550)
C (-0.52300, 2.94009, 0.91448)
C (1.02085, 3.09004, 0.87453)
C (1.75712, 3.75326, -0.16824)
C (3.16445, 3.81073, -0.10560)
N (4.01747, 3.28680, 0.80894)
C (3.27494, 2.66419, 1.74951)
C (1.87718, 2.53717, 1.87554)
N (-0.89767, 2.29313, 2.18594)
C (-1.52230, 1.04500, 1.91869)
O (-2.47241, 0.59740, 2.48768)
H (-0.01148, -3.31455, 3.26444)
H (-0.73867, -2.96995, 0.03674)
H (0.61037, -2.08851, 0.80957)
H (-0.65840, -0.79079, -1.01740)
H (-2.17826, -0.90735, -0.10577)
H (0.34893, 0.49051, 1.12418)
H (-0.02982, 1.80772, -1.00826)
H (-1.81261, 1.92496, -0.57044)
H (-1.08293, 3.88352, 0.77160)
H (1.22099, 4.21979, -1.01273)
H (3.66593, 4.35851, -0.93829)
H (3.87253, 2.17532, 2.54401)
H (1.44434, 2.01066, 2.74026)
H (-1.35895, 2.90789, 2.84936)
C (6.09185, 8.57662, -0.26103)
N (5.48668, 7.82601, -1.34276)
C (5.60540, 8.32473, -2.70087)
C (4.81394, 6.67416, -1.12672)
O (4.28554, 6.00035, -1.99088)
H (5.65549, 9.57765, -0.22790)
H (7.16755, 8.65561, -0.43421)
H (5.92079, 8.08209, 0.69400)
H (4.60910, 8.49599, -3.11244)
H (6.11175, 7.57985, -3.31732)
H (6.17074, 9.25484, -2.71349)
H (4.78177, 6.38314, -0.06331)
C (3.50350, -3.47271, 1.64082)
N (3.72662, -2.24204, 2.37419)
C (3.44353, -2.20681, 3.79722)
C (4.18966, -1.12233, 1.77368)
O (4.39055, -0.06241, 2.33389)
H (2.45064, -3.75288, 1.72352)
H (4.12490, -4.26403, 2.06646)
H (3.75583, -3.34902, 0.58909)
H (2.68983, -1.44306, 3.99832)
H (4.35375, -1.94783, 4.34168)
H (3.07991, -3.17628, 4.13364)
H (4.37258, -1.25402, 0.69414)
C (-0.03145, -6.08808, -3.62266)
N (0.83892, -5.18575, -2.88354)
C (0.72973, -3.75621, -3.10851)
C (1.74650, -5.63487, -1.99397)
O (2.50137, -4.92960, -1.34615)
H (0.14503, -5.95955, -4.68914)
H (-1.07234, -5.84702, -3.39294)
H (0.16246, -7.11862, -3.35240)
H (1.68841, -3.36949, -3.45931)
H (0.47864, -3.25851, -2.16906)
H (-0.04073, -3.54882, -3.84884)
H (1.74957, -6.73303, -1.89700)
C (-2.62097, 6.72390, 5.26281)
N (-1.56035, 5.73754, 5.21482)
C (-1.37801, 4.84114, 6.34317)
C (-0.73208, 5.62394, 4.15094)
O (0.17277, 4.81865, 4.05319)
H (-2.46164, 7.38406, 6.11843)
H (-3.58189, 6.21576, 5.37114)
H (-2.63472, 7.32006, 4.35137)
H (-0.37322, 4.96972, 6.74919)
H (-1.48637, 3.80831, 6.00713)
H (-2.11443, 5.05281, 7.11616)
H (-0.95482, 6.34985, 3.34973)
C (-7.66298, -1.00560, 0.70942)
N (-6.32825, -0.49089, 0.48597)
C (-5.28328, -0.78925, 1.45411)
C (-6.02144, 0.25866, -0.59422)
O (-4.92156, 0.71957, -0.83988)
H (-8.04462, -0.61948, 1.65747)
H (-7.62660, -2.09675, 0.75104)
H (-8.33359, -0.70235, -0.09405)
H (-4.88757, 0.14311, 1.85678)
H (-4.47291, -1.32292, 0.95686)
H (-5.67814, -1.39914, 2.26440)
H (-6.88363, 0.42521, -1.26305)
C (-3.27941, -9.27052, -7.25705)
N (-2.40525, -8.38200, -6.51628)
C (-2.50619, -6.94961, -6.73390)
C (-1.49885, -8.84360, -5.62949)
O (-0.73927, -8.14724, -4.97923)
H (-3.10431, -9.13928, -8.32697)
H (-4.31909, -9.02760, -7.02732)
H (-3.08953, -10.30908, -6.99028)
H (-1.54538, -6.56778, -7.08401)
H (-2.75315, -6.45658, -5.79179)
H (-3.27589, -6.73301, -7.47195)
H (-1.50268, -9.94217, -5.53872)

Computed properties:
Kohn-Sham gap   8.690 eV
F_max   3.24 eV/A
E_LUMO   0.47 eV
Electronic energy   -2291.9176 hartree
HOMO energy   -0.302 Ha